Formula: C31H28O7S2
Source: the Open Molecules 2025 dataset
Level of theory: wB97M-V/def2-TZVPD

Summary:
**HOMO energy**: -5.48 eV
**LUMO**: -3.19 eV
**Calculated total energy**: -68596.643 eV
**Relative energy (zero: lowest compared OMol25 entry of this formula, charge and spin)**: 1.288 eV

Element x y z (Å)
C -6.613 3.277 1.025
O -5.913 2.977 2.210
C -4.864 2.077 2.062
C -4.136 1.732 3.213
C -3.079 0.868 3.158
C -2.711 0.259 1.946
C -1.580 -0.671 1.852
C -0.361 -0.325 2.478
C 0.737 -1.128 2.542
C 1.996 -0.764 3.126
C 3.081 -1.644 3.024
C 4.318 -1.301 3.519
C 4.504 -0.079 4.139
C 3.444 0.796 4.266
C 2.204 0.466 3.770
C -1.736 -1.926 1.102
C -2.838 -2.759 1.363
C -3.006 -3.935 0.688
C -2.108 -4.337 -0.313
O -2.365 -5.542 -0.955
C -1.418 -5.906 -1.929
C -1.023 -3.490 -0.596
C -0.833 -2.328 0.101
C -3.448 0.591 0.797
C -4.477 1.488 0.848
H -7.425 3.960 1.277
H -5.950 3.764 0.308
H -7.036 2.366 0.601
H -4.431 2.177 4.146
H -2.542 0.617 4.055
H -0.321 0.653 2.922
H 0.675 -2.111 2.110
H 2.938 -2.598 2.545
H 5.143 -1.986 3.422
H 5.473 0.187 4.530
H 3.586 1.748 4.753
H 1.390 1.159 3.884
H -3.538 -2.463 2.124
H -3.842 -4.574 0.909
H -1.708 -6.872 -2.343
H -1.408 -5.166 -2.730
H -0.430 -5.999 -1.476
H -0.337 -3.747 -1.382
H -0.003 -1.688 -0.145
H -3.159 0.154 -0.143
H -4.982 1.756 -0.061
C 3.607 0.716 0.360
O 4.106 1.522 -0.695
C 3.319 1.563 -1.852
S 2.192 2.933 -2.179
O 0.824 2.545 -1.683
O 2.747 4.312 -1.933
C 2.246 2.678 -3.955
C 2.769 1.495 -4.408
C 2.841 1.242 -5.758
C 2.397 2.193 -6.655
C 1.871 3.383 -6.196
C 1.788 3.624 -4.840
S 3.346 0.326 -3.169
O 4.716 -0.120 -3.611
O 2.266 -0.689 -2.893
H 4.344 0.714 1.163
H 2.672 1.140 0.730
H 3.444 -0.304 0.008
H 3.254 0.308 -6.101
H 2.472 2.010 -7.715
H 1.533 4.130 -6.895
H 1.379 4.547 -4.462

natural (NBO) population analysis, charges in e, atoms 1 to 6:
1. C -0.257
2. O -0.474
3. C 0.368
4. C -0.261
5. C -0.159
6. C -0.089

=====

Formula: C19H22BrCaN7O2S3Sb
Source: the Open Molecules 2025 dataset
Level of theory: wB97M-V/def2-TZVPD

Summary:
**HOMO energy (alpha / beta)**: 2.01 / -1.96 eV
**Total charge**: -2
**Multiplicity**: 2
**<S²>**: 0.750
**LUMO (alpha / beta)**: 4.37 / 4.35 eV
**Calculated total energy**: -162114.670 eV
**Relative energy (zero: lowest compared OMol25 entry of this formula, charge and spin)**: 1.009 eV

Element x y z (Å)
Ca -13.861 6.856 9.149
S -9.653 7.716 8.115
Sb -10.593 9.103 9.798
S -15.407 9.271 9.647
S -11.951 7.556 11.116
Br -16.432 7.820 6.814
C -17.977 8.188 7.802
C -19.105 7.995 7.027
C -20.349 7.847 7.638
C -20.514 7.879 8.993
C -19.358 8.011 9.824
C -19.523 8.019 11.235
C -18.544 8.449 12.087
C -17.308 8.855 11.616
C -16.987 8.708 10.177
C -18.079 8.255 9.242
H -19.028 7.988 5.935
H -21.235 7.826 7.013
H -21.526 7.749 9.505
H -20.435 7.614 11.638
H -18.709 8.562 13.125
H -16.482 9.127 12.252
C -17.193 4.577 12.498
N -17.083 3.959 11.176
C -18.033 2.879 10.832
C -16.187 4.528 10.303
N -15.649 5.711 10.355
N -15.810 3.635 9.213
C -15.314 4.091 7.937
N -15.783 3.321 6.891
N -14.479 5.045 7.861
H -16.280 5.015 12.900
H -17.472 3.817 13.222
H -18.009 5.364 12.496
H -18.857 2.904 11.541
H -17.554 1.899 10.834
H -18.446 3.065 9.863
H -16.064 6.305 11.049
H -16.344 2.772 9.261
H -16.634 2.748 6.998
H -15.631 3.708 5.975
H -14.130 5.206 6.863
C -10.926 10.561 6.383
N -11.480 9.213 6.253
C -10.993 8.515 5.148
C -11.366 7.266 4.941
C -12.348 6.671 5.888
O -13.058 5.696 5.553
N -12.532 7.287 7.119
C -11.992 8.487 7.324
O -12.209 9.076 8.482
H -11.057 11.032 5.362
H -9.848 10.511 6.495
H -11.274 11.140 7.227
H -10.490 9.197 4.465
H -11.174 6.788 4.006

natural (NBO) population analysis, charges in e, atoms 1 to 6:
1. Ca 1.731
2. S -1.005
3. Sb 1.081
4. S -0.484
5. S -1.091
6. Br 0.078

=====

Formula: C26H28Cl2N7O2SSiW
Source: the Open Molecules 2025 dataset
Level of theory: wB97M-V/def2-TZVPD

Summary:
**HOMO energy (alpha / beta)**: -10.45 / -10.98 eV
**Total charge**: +1
**Multiplicity**: 3
**<S²>**: 2.021
**LUMO (alpha / beta)**: -4.01 / -4.57 eV
**Calculated total energy**: -87522.912 eV
**Relative energy (zero: lowest compared OMol25 entry of this formula, charge and spin)**: 0.655 eV

Element x y z (Å)
W 1.188 -0.272 -0.777
O -1.721 4.473 -0.218
C -1.947 3.762 0.894
C -2.917 4.249 1.774
C -3.210 3.568 2.934
C -2.552 2.378 3.258
C -1.592 1.894 2.403
C -1.267 2.573 1.215
C -0.252 1.993 0.348
O 0.415 0.954 0.754
N -0.053 2.500 -0.852
N 0.796 1.696 -1.550
C 1.164 2.031 -2.730
C 2.099 1.120 -3.366
C 2.684 1.363 -4.594
C 3.635 0.470 -5.065
C 3.974 -0.623 -4.288
C 3.326 -0.821 -3.081
N 2.394 0.025 -2.625
H -1.086 3.988 -0.780
H -3.427 5.165 1.511
H -3.966 3.963 3.600
H -2.798 1.845 4.166
H -1.074 0.970 2.623
H 0.823 2.955 -3.182
H 2.404 2.241 -5.158
H 4.110 0.634 -6.022
H 4.716 -1.340 -4.608
H 3.544 -1.681 -2.466
C -4.867 -2.927 -0.099
Si -4.120 -1.350 0.554
C -4.913 -0.869 2.177
C -4.317 0.064 -0.642
C -2.292 -1.712 0.974
C -2.006 -2.319 2.192
C -0.701 -2.508 2.646
C 0.333 -2.071 1.855
N 0.093 -1.540 0.651
C -1.173 -1.361 0.211
S -1.154 -0.621 -1.374
H -5.945 -2.816 -0.235
H -4.704 -3.755 0.593
H -4.435 -3.205 -1.062
H -5.956 -0.592 2.003
H -4.409 -0.005 2.616
H -4.915 -1.676 2.912
H -5.376 0.333 -0.666
H -4.011 -0.187 -1.657
H -3.753 0.944 -0.325
H -2.822 -2.640 2.830
H -0.496 -2.970 3.601
H 1.367 -2.155 2.157
Cl 5.534 -3.252 -1.293
C 4.200 -3.834 -0.289
Cl 3.608 -2.556 0.799
H 4.552 -4.654 0.322
H 3.371 -4.111 -0.933
N 3.018 0.817 1.490
C 4.245 1.060 1.964
C 5.121 0.961 0.904
C 4.319 0.657 -0.194
N 3.036 0.583 0.163
H 2.116 0.902 1.939
H 4.406 1.289 3.004
H 6.188 1.091 0.923
H 4.613 0.490 -1.215
N 1.472 -3.324 -2.016
C 1.364 -2.252 -1.597

natural (NBO) population analysis, charges in e, atoms 1 to 6:
1. W 1.440
2. O -0.668
3. C 0.457
4. C -0.294
5. C -0.138
6. C -0.263

=====

Formula: C2H6N4O
Source: the Open Molecules 2025 dataset
Level of theory: wB97M-V/def2-TZVPD

Summary:
**HOMO energy**: -8.77 eV
**SMILES string**: [H]/N=C(\NO)NN=C
**LUMO**: 0.50 eV
**Calculated total energy**: -10175.095 eV
**Relative energy (zero: lowest compared OMol25 entry of this formula, charge and spin)**: 4.966 eV

Element x y z (Å)
H 0.290 2.348 0.103
N -0.281 1.531 -0.307
C 0.459 0.403 -0.201
N 1.765 0.358 0.013
O 2.283 -0.976 0.266
N -0.237 -0.736 -0.522
N -1.496 -1.079 -0.130
C -2.317 -0.255 0.327
H 1.999 0.879 0.787
H 2.696 -1.217 -0.630
H 0.344 -1.557 -0.704
H -2.040 0.775 0.519
H -3.463 -0.474 0.480

natural (NBO) population analysis, charges in e, atoms 1 to 6:
1. H 0.323
2. N -0.753
3. C 0.518
4. N -0.332
5. O -0.568
6. N -0.439